C21H40N3O7 | ωB97M-V with the def2-TZVPD basis set

XYZ file:
```
71
Properties=species:S:1:pos:R:3:forces:R:3
C -4.2212 0.3133 4.7012 0.0 -0.3 0.0
C -2.9604 -0.0632 3.8776 -0.5 0.1 0.1
C -2.0583 1.1343 3.5647 -0.4 -0.2 0.5
O -0.6432 0.7779 3.7013 -0.4 0.4 -0.6
C -0.0218 0.9062 2.4991 0.0 0.7 0.8
C 0.5790 2.0952 2.1099 0.1 0.2 0.0
C 1.1540 2.1382 0.8612 0.1 0.5 0.5
C 1.1480 1.0350 0.0434 1.1 0.7 -1.3
C 1.7899 1.1784 -1.3187 -1.3 -0.8 -0.2
C 0.7080 1.4111 -2.4311 0.5 -0.2 -0.3
C 0.6312 2.8579 -2.8918 -0.7 0.4 -0.5
O -0.2155 3.6777 -2.0669 0.6 -0.5 0.4
N 0.5882 -0.1097 0.4523 -0.2 0.6 -0.2
C 0.6048 -1.3304 -0.4035 0.7 -1.2 0.4
O -0.4668 -2.1634 -0.1290 0.0 0.5 -0.8
C -1.6483 -1.7398 -0.7828 -0.4 0.6 -0.1
O -2.4235 -1.0596 0.1674 -0.2 -0.6 -0.2
C -3.8219 -1.1094 -0.0792 -0.4 0.7 0.4
C -4.3293 0.0683 -0.9813 0.4 -0.8 0.1
O -3.2985 0.6852 -1.7453 0.0 -0.3 0.0
C 0.0066 -0.1584 1.6591 -0.4 -1.4 0.0
H -5.1393 0.2226 4.1147 0.1 0.2 0.0
H -4.1679 1.3216 5.1228 0.0 -0.1 -0.1
H -4.3328 -0.3814 5.5381 0.0 0.1 -0.1
H -2.3922 -0.7968 4.4561 0.2 0.1 -0.3
H -3.3044 -0.5262 2.9472 0.4 -0.2 0.1
H -2.2804 1.9336 4.2788 0.3 0.0 -0.1
H -2.2036 1.5259 2.5532 -0.2 0.0 0.1
H 0.6036 2.9665 2.7552 -0.1 -0.2 0.1
H 1.6395 3.0425 0.5162 -0.1 -0.1 -0.1
H 2.4478 2.0447 -1.3326 0.2 -0.3 0.2
H 2.3139 0.2498 -1.5561 0.4 0.4 0.0
H -0.2863 1.0475 -2.1285 0.1 0.2 0.1
H 0.9962 0.8066 -3.2991 0.0 0.2 0.1
H 1.6285 3.3046 -2.9605 -0.1 -0.1 0.1
H 0.2151 2.9203 -3.9044 0.1 -0.2 0.1
H -0.6457 3.0779 -1.4484 -0.2 0.3 0.0
H 1.5140 -1.8819 -0.1346 -0.2 0.1 0.0
H 0.6839 -1.0867 -1.4627 -0.2 0.4 0.2
H -1.4296 -1.0298 -1.5985 0.4 -0.2 0.1
H -2.1651 -2.5935 -1.2392 0.0 -0.1 0.5
H -4.2987 -0.9686 0.8974 0.1 -0.2 -0.1
H -4.1423 -2.0957 -0.4370 0.3 0.1 -0.2
H -4.7429 0.8354 -0.3278 -0.1 0.0 -0.3
H -5.0878 -0.3567 -1.6490 -0.2 0.4 0.2
H -3.1303 0.1224 -2.5091 -0.1 0.2 -0.1
H -0.4641 -1.0874 1.9639 0.1 0.1 -0.2
C 1.8127 -1.1558 4.4905 0.0 0.0 -0.1
C 1.2219 -2.3606 5.1830 -0.2 -0.2 0.1
O 0.0146 -2.5492 5.2171 0.0 0.1 -0.1
N 2.0745 -3.2366 5.7701 0.0 0.3 -0.2
C 3.5243 -3.1797 5.8317 -0.3 -0.4 0.2
H 0.9917 -0.5709 4.0865 0.1 -0.2 0.3
H 2.3702 -0.5388 5.1963 0.1 0.0 -0.1
H 2.4677 -1.4692 3.6742 0.1 0.1 0.1
H 1.6084 -4.0144 6.2112 0.0 0.0 0.0
H 3.9375 -4.0745 5.3639 0.2 0.1 0.0
H 3.8372 -3.1571 6.8764 0.2 0.1 -0.1
H 3.9110 -2.3017 5.3255 -0.1 0.0 0.0
C 3.8290 1.0985 -7.0417 0.0 0.1 0.0
C 2.6177 1.2105 -6.1515 0.0 0.1 0.1
O 2.5762 1.9910 -5.2093 -0.1 -0.1 0.1
N 1.5556 0.4094 -6.4303 0.3 0.0 0.0
C 1.4220 -0.5689 -7.4969 -0.4 0.1 0.3
H 4.5855 1.7962 -6.6954 -0.1 0.0 0.1
H 4.2403 0.0893 -6.9997 0.0 0.0 -0.1
H 3.5692 1.3494 -8.0705 0.1 -0.1 0.0
H 0.7795 0.5370 -5.8009 -0.1 0.0 -0.1
H 0.5726 -0.2985 -8.1256 0.1 -0.1 -0.1
H 1.2342 -1.5513 -7.0608 0.1 -0.1 -0.2
H 2.3163 -0.6161 -8.1079 0.0 0.0 0.0
```
Forces are in eV/Å.

Calculated values
**Multiplicity**: 1
**Total charge**: +1
**Total energy**: -1514.85219 hartree
**E_LUMO**: -3.6 eV
**F_max**: 1.793 eV/Å
**Orbital gap**: 7.9 eV

Atom charges from the Löwdin analysis, given in e for atoms 1 to 2: C -0.09; C -0.19